(1)
Formula: C25H20IIrN3
Source: the Open Molecules 2025 dataset
Level of theory: the ωB97M-V functional and the def2-TZVPD basis

For the energy above the lowest of the compared OMol25 structures with the same formula, charge and spin, the calculation gives 0.0 kcal/mol. As for the HOMO-LUMO gap: 7.2 eV. The LUMO energy is -3.5 eV. As for the net charge: +1.

XYZ file:
```
50
Properties=species:S:1:pos:R:3:forces:R:3:mulliken_charge:R:1
Ir -0.496 -0.677 -0.343 0.1 0.2 -0.1 0.095
I -1.257 -1.182 2.066 -0.1 -0.1 0.1 0.070
C -1.192 0.844 2.578 0.0 0.0 0.0 0.761
C -1.389 1.235 3.866 0.0 0.0 0.0 -0.633
C -1.352 2.615 4.159 0.0 0.0 0.0 -0.563
C -1.141 3.520 3.160 0.0 0.0 0.0 -0.951
C -0.945 3.107 1.818 0.0 0.0 0.0 0.955
C -0.740 4.048 0.781 0.0 0.0 0.0 -0.926
C -0.576 3.621 -0.502 0.0 0.0 0.0 -1.207
C -0.589 2.242 -0.808 0.0 0.0 -0.1 0.150
C -0.739 1.284 0.158 0.1 -0.1 0.1 -0.667
C -0.952 1.722 1.503 0.0 0.0 0.0 0.640
H -1.572 0.517 4.654 0.0 0.0 0.0 0.411
H -1.500 2.944 5.178 0.0 0.0 0.0 0.404
H -1.121 4.580 3.381 0.0 0.0 0.0 0.414
H -0.725 5.103 1.024 0.0 0.0 0.0 0.405
H -0.434 4.337 -1.302 0.0 0.0 0.0 0.461
H -0.476 1.947 -1.843 0.0 0.0 0.0 0.584
C 1.729 1.380 -3.256 0.0 0.0 -0.1 -0.527
C 2.583 1.344 -2.128 0.0 0.0 0.0 -0.613
C 2.492 0.348 -1.200 0.0 0.0 0.0 -0.185
C 1.526 -0.675 -1.383 0.1 -0.2 -0.2 -0.087
C 0.672 -0.643 -2.510 -0.2 0.2 0.3 -0.477
C 0.786 0.411 -3.445 0.0 0.0 0.0 -0.896
N 1.176 -1.627 -0.427 -0.4 -0.3 -0.2 0.332
C 2.010 -2.567 0.201 0.2 0.3 0.2 0.898
C 3.358 -2.660 -0.140 0.0 0.0 0.1 -0.298
C 4.158 -3.620 0.460 0.0 0.0 0.0 -0.772
C 3.630 -4.490 1.401 0.0 0.0 0.0 -0.503
C 2.282 -4.412 1.720 0.0 0.0 0.0 -0.755
C 1.472 -3.466 1.117 0.0 0.0 0.0 -0.319
H 1.839 2.180 -3.976 0.0 0.0 0.0 0.430
H 3.314 2.131 -1.997 0.0 0.0 0.0 0.437
H 3.120 0.330 -0.320 0.0 0.0 0.0 0.586
H 0.064 -1.515 -2.725 0.2 -0.1 -0.1 0.628
H 0.154 0.418 -4.324 0.0 0.0 0.0 0.436
H 3.779 -1.991 -0.879 0.0 0.0 0.0 0.431
H 5.203 -3.687 0.185 0.0 0.0 0.0 0.372
H 4.258 -5.237 1.868 0.0 0.0 0.0 0.397
H 1.852 -5.106 2.431 0.0 0.0 0.0 0.388
H 0.409 -3.452 1.317 0.0 0.0 0.0 0.239
N -3.154 -1.560 -1.296 0.0 0.0 -0.1 -0.225
C -4.455 -1.325 -1.539 0.0 0.0 0.0 -0.112
C -4.662 0.019 -1.341 0.0 0.0 0.0 -0.918
C -3.412 0.533 -0.979 0.0 0.1 0.0 -0.083
N -2.498 -0.431 -0.965 0.0 0.0 0.1 0.304
H -2.643 -2.422 -1.388 0.0 0.0 0.1 0.191
H -5.119 -2.119 -1.834 0.0 0.0 0.0 0.458
H -5.586 0.559 -1.441 0.0 0.0 0.0 0.401
H -3.138 1.544 -0.734 0.0 0.0 0.0 0.437
```
Forces are in eV/Å.

=====

(2)
Formula: C25H20MnNO7S2
Source: the Open Molecules 2025 dataset
Level of theory: the ωB97M-V functional and the def2-TZVPD basis

For the energy above the lowest of the compared OMol25 structures with the same formula, charge and spin, the calculation gives 45.3 kcal/mol. As for the spin multiplicity: 5. As for the HOMO-LUMO gap (alpha / beta): 8.2 / 8.2 eV. The LUMO energy (alpha / beta) is -0.9 / -0.8 eV. As for the net charge: 0.

XYZ file:
```
56
Properties=species:S:1:pos:R:3:forces:R:3:mulliken_spin:R:1
Mn -0.559 0.758 -0.478 0.6 -0.2 -0.3 4.095
O 2.930 -1.107 -0.752 0.1 0.0 -0.1 0.002
S 2.920 0.265 -0.289 0.2 -0.2 0.1 0.005
O 3.908 1.146 -0.843 0.0 0.0 0.0 0.002
O 1.560 0.871 -0.415 -0.7 0.3 0.0 0.036
C 3.232 0.190 1.495 0.0 0.0 0.0 0.002
C 4.255 1.036 1.911 0.0 0.1 0.0 -0.001
C 4.649 1.112 3.238 0.0 0.0 0.0 0.000
C 4.011 0.331 4.181 -0.1 -0.1 0.0 0.001
C 2.987 -0.509 3.774 0.1 0.1 0.1 0.000
C 2.574 -0.613 2.448 -0.1 0.0 0.0 0.004
S 0.067 1.374 2.152 0.1 0.0 0.4 0.009
O -0.663 1.324 3.388 -0.1 -0.1 0.0 0.008
O -0.691 2.083 1.077 0.0 0.3 0.2 0.038
O -0.411 -0.334 1.299 0.0 0.1 -0.5 0.013
H 4.744 1.644 1.165 0.0 0.0 0.0 0.000
H 5.446 1.785 3.525 0.0 0.0 0.0 0.000
H 4.292 0.378 5.225 0.0 0.0 0.0 0.000
H 2.469 -1.101 4.521 0.0 0.0 0.0 0.000
C -4.955 0.263 -0.358 0.0 0.0 0.0 0.001
C -5.351 1.048 -1.434 0.0 0.0 0.0 0.002
C -4.407 1.728 -2.180 0.1 0.0 0.1 0.000
C -3.064 1.611 -1.836 0.1 0.0 0.0 0.003
N -2.699 0.841 -0.800 0.3 0.0 0.1 0.024
C -3.605 0.189 -0.074 0.0 0.1 0.0 0.021
C -1.932 2.251 -2.535 -0.2 -0.1 0.0 0.017
C -2.105 3.150 -3.583 0.1 0.0 0.0 -0.032
C -0.997 3.699 -4.208 0.0 0.0 0.0 0.039
C 0.280 3.353 -3.789 0.0 0.0 0.0 -0.036
C 0.465 2.466 -2.732 0.0 0.0 0.0 0.071
C -0.642 1.917 -2.107 -0.1 0.1 0.1 -0.362
H -5.669 -0.274 0.249 0.0 0.0 0.0 0.000
H -6.400 1.130 -1.690 0.0 0.0 0.0 0.000
H -4.704 2.340 -3.019 0.0 0.0 0.0 0.000
H -3.222 -0.389 0.758 0.0 0.0 0.0 -0.002
H -3.098 3.429 -3.912 0.0 0.0 0.0 -0.001
H -1.131 4.402 -5.020 0.0 0.0 0.0 0.001
H 1.144 3.783 -4.280 0.0 0.0 0.0 -0.001
H 1.464 2.220 -2.399 0.0 0.0 0.0 -0.003
C -1.617 -3.382 -1.512 0.0 0.0 -0.1 0.006
C -0.857 -2.300 -0.811 0.4 0.0 0.6 0.011
O -0.769 -1.183 -1.327 -0.3 -0.3 -0.3 0.018
C -0.131 -2.561 0.455 -0.2 -0.2 -0.4 -0.005
C 0.238 -3.813 0.771 0.2 0.1 0.3 -0.001
C 1.321 -4.063 1.729 -0.3 0.2 -0.3 0.000
C 1.916 -3.041 2.346 0.0 0.0 0.0 0.001
C 1.426 -1.615 2.251 0.1 -0.1 -0.1 -0.002
C 0.559 -1.362 1.032 -0.1 0.0 0.1 0.000
H -2.216 -2.937 -2.303 0.0 0.0 0.0 -0.001
H -2.254 -3.925 -0.815 0.0 0.0 0.0 0.001
H -0.920 -4.092 -1.958 0.0 0.0 0.0 0.000
H -0.186 -4.663 0.252 0.0 0.0 0.0 0.000
H 1.668 -5.077 1.865 0.0 0.0 0.0 0.000
H 2.755 -3.223 3.008 0.0 0.0 0.0 0.000
H 0.770 -1.488 3.124 0.0 0.0 0.0 0.000
H 1.204 -1.063 0.219 -0.2 -0.1 0.1 0.012
```
Forces are in eV/Å.

=====

(3)
Formula: C25H21CeF9INO11P2Si
Source: the Open Molecules 2025 dataset
Level of theory: the ωB97M-V functional and the def2-TZVPD basis

As for the HOMO-LUMO gap: 6.9 eV. The LUMO energy is -2.0 eV. As for the net charge: 0.

XYZ file:
```
72
Properties=species:S:1:pos:R:3:forces:R:3:mulliken_charge:R:1
Ce -0.055 -0.174 0.591 -0.1 -0.2 2.3 0.984
O 3.692 0.002 -1.323 0.2 0.0 -0.2 -0.598
P 2.421 0.388 -0.517 1.7 0.8 -0.7 0.858
O 1.123 0.119 -1.310 0.9 0.2 -0.1 -0.357
O 2.327 -0.221 0.844 0.1 0.0 0.0 -0.517
O 2.550 1.978 -0.414 -0.2 0.1 0.1 -0.279
P 1.258 2.955 0.132 0.0 -0.3 -0.2 -0.407
O 0.062 2.285 -0.724 0.7 0.6 0.5 -0.281
O 1.054 2.062 1.565 0.1 0.1 -0.3 0.167
O -0.287 1.652 1.841 -0.2 0.1 -0.2 -0.293
H 3.790 -0.956 -1.425 0.1 0.0 0.0 0.394
H 0.443 1.400 -1.011 -0.5 0.7 -1.6 0.449
F 1.593 -3.746 -2.158 0.2 0.0 -0.1 -0.246
C 0.779 -4.202 -1.198 0.0 0.6 0.3 0.545
F 0.925 -5.517 -1.127 0.1 -0.5 0.0 -0.236
F -0.464 -3.934 -1.577 -0.2 0.0 0.0 -0.189
C 1.092 -3.483 0.164 -0.3 0.3 0.1 0.244
O 0.680 -2.186 0.080 -0.2 -0.3 0.4 0.529
C 0.333 -4.230 1.322 0.0 0.6 -0.4 0.639
F 0.793 -5.460 1.521 0.1 -0.4 0.1 -0.240
F -0.966 -4.300 1.031 -0.1 -0.1 0.0 -0.242
F 0.452 -3.560 2.467 0.0 0.1 0.1 -0.224
C 2.628 -3.527 0.461 -0.5 0.5 -0.3 0.340
F 2.901 -3.019 1.659 0.0 0.0 0.2 -0.236
F 3.125 -4.746 0.395 0.3 -0.5 -0.1 -0.236
F 3.300 -2.768 -0.437 0.0 0.0 -0.1 -0.271
O -1.933 0.416 -0.696 0.2 0.5 0.1 1.031
Si -3.525 0.962 -0.801 0.6 0.0 -0.1 -0.424
C -4.414 -0.089 -2.044 -0.1 -0.3 -0.1 0.527
C -3.676 -0.731 -3.046 -0.1 0.0 0.0 -0.143
C -4.306 -1.486 -4.025 0.0 0.0 0.0 -0.820
C -5.689 -1.620 -4.018 0.0 0.0 0.0 -0.444
C -6.441 -0.980 -3.042 0.1 0.0 0.0 -0.830
C -5.807 -0.219 -2.068 0.0 0.1 -0.1 -0.359
C -3.569 2.717 -1.387 0.2 0.4 -0.1 0.692
C -2.552 3.282 -2.165 -0.2 0.0 0.0 -0.341
C -2.661 4.582 -2.643 0.0 -0.1 0.0 -0.794
C -3.791 5.335 -2.353 0.0 0.0 0.0 -0.471
C -4.811 4.790 -1.583 0.0 0.0 0.0 -0.656
C -4.699 3.491 -1.103 0.1 0.1 0.0 -0.327
C -4.231 0.926 0.916 -0.2 -0.1 0.3 0.868
C -5.321 0.160 1.332 0.1 0.0 0.2 -0.539
C -5.776 0.222 2.648 0.1 0.0 0.0 -0.813
C -5.144 1.052 3.564 0.0 0.0 -0.1 -0.614
C -4.045 1.810 3.172 0.0 0.0 0.0 -0.700
C -3.594 1.742 1.862 -0.1 0.0 0.0 -0.354
H -2.594 -0.655 -3.054 -0.1 0.0 0.0 0.278
H -3.717 -1.977 -4.790 0.0 0.0 0.0 0.420
H -6.181 -2.218 -4.775 0.0 0.0 0.0 0.383
H -7.520 -1.074 -3.038 0.0 0.0 0.0 0.399
H -6.417 0.294 -1.329 0.0 0.0 0.0 0.388
H -1.665 2.704 -2.394 -0.1 0.0 0.0 0.338
H -1.867 5.006 -3.245 0.0 0.0 0.0 0.407
H -3.877 6.349 -2.724 0.0 0.0 0.0 0.379
H -5.692 5.377 -1.354 0.0 0.0 0.0 0.407
H -5.499 3.080 -0.492 0.1 0.0 0.0 0.324
H -5.811 -0.513 0.637 0.0 0.0 0.0 0.450
H -6.620 -0.383 2.955 0.0 0.0 0.0 0.419
H -5.507 1.111 4.583 0.0 0.0 0.0 0.410
H -3.550 2.463 3.884 0.0 0.0 0.0 0.512
H -2.734 2.340 1.571 0.0 0.0 0.0 0.452
O -1.959 -1.386 0.766 -1.1 -0.8 -0.7 -0.304
C -2.010 -1.306 -0.429 -2.1 -2.0 0.0 -0.588
N 1.539 0.200 3.670 0.3 0.3 -0.3 -0.105
C 0.233 0.028 3.572 -0.2 -0.9 0.4 0.516
O -0.253 -0.872 2.821 0.5 0.8 0.5 -0.663
C -0.671 0.716 4.552 -0.2 0.0 -0.1 -0.838
I -0.168 2.700 5.129 0.0 -0.1 -0.1 0.036
H 2.111 -0.221 2.947 0.1 -0.1 0.0 0.283
H 1.886 1.076 4.036 -0.1 -0.1 0.2 0.229
H -0.660 0.125 5.465 -0.1 0.0 0.0 0.621
H -1.674 0.736 4.140 0.0 0.0 0.0 0.063
```
Forces are in eV/Å.

=====

(4)
Formula: C25H22BrF16NO5P2S
Source: the Open Molecules 2025 dataset
Level of theory: the ωB97M-V functional and the def2-TZVPD basis

As for the HOMO-LUMO gap: 8.4 eV. The LUMO energy is 0.0 eV. As for the net charge: 0.

XYZ file:
```
73
Properties=species:S:1:pos:R:3:forces:R:3:mulliken_charge:R:1
C 2.414 1.175 0.358 0.2 0.2 -0.2 -0.865
C 3.100 0.236 -0.291 -0.2 0.1 0.4 -0.435
C 3.428 -1.133 0.136 0.5 0.1 0.0 1.054
C 4.230 -1.863 -0.742 0.3 -0.4 0.0 -1.086
C 4.640 -3.160 -0.482 -0.1 0.0 0.2 -0.894
C 4.262 -3.812 0.683 -0.3 0.0 0.3 0.682
C 4.671 -5.229 0.969 -0.3 0.0 0.0 -1.622
C 3.455 -3.093 1.569 -0.3 0.3 0.0 0.664
C 3.036 -1.780 1.313 0.0 0.0 -0.2 -0.378
N 2.208 -1.107 2.290 0.2 -0.2 0.0 0.096
C 1.059 -1.879 2.640 -0.2 0.0 0.1 -0.863
C 1.220 -3.192 3.066 0.6 -0.1 -0.1 0.868
C 0.162 -3.998 3.447 0.1 0.2 -0.1 -0.986
C -1.123 -3.484 3.375 0.6 -0.2 0.0 -0.193
C -1.316 -2.182 2.921 -0.7 0.9 -0.5 -0.568
P -3.068 -1.626 2.788 -0.5 -0.7 1.1 -0.142
P -3.703 -2.838 1.101 0.0 0.4 -0.6 0.935
O -4.886 -2.311 0.428 -0.2 0.1 0.0 -0.663
O -2.479 -3.046 0.054 -0.2 -0.3 0.7 -0.414
O -3.917 -4.302 1.737 0.4 0.2 -0.1 -0.498
C -0.232 -1.366 2.575 0.1 -0.2 -0.1 0.873
Br -0.469 0.414 2.000 0.0 -0.5 0.3 -0.022
S 2.878 -3.810 3.093 0.1 -0.1 0.0 -0.330
H 2.222 1.160 1.412 -0.5 -0.3 0.1 0.553
H 2.037 2.019 -0.205 0.5 0.3 0.1 0.014
H 3.507 0.514 -1.255 -0.4 -0.3 -0.4 0.258
H 4.561 -1.407 -1.664 -0.1 0.2 -0.1 0.363
H 5.263 -3.702 -1.179 0.0 0.1 -0.2 0.438
H 3.963 -5.697 1.647 -0.1 0.0 0.1 0.432
H 5.645 -5.284 1.450 0.2 0.0 -0.1 0.302
H 4.645 -5.823 0.059 0.3 0.0 -0.1 0.392
H 2.782 -1.026 3.129 -0.1 0.2 0.1 0.355
H 0.381 -5.000 3.781 -0.2 -0.2 0.0 0.432
H -1.947 -4.124 3.651 -0.3 0.2 0.1 0.701
H -3.082 -0.327 2.267 0.3 -0.2 -0.5 -0.033
H -1.689 -3.310 0.549 0.3 0.2 -0.3 0.317
H -3.176 -4.873 1.505 -0.1 -0.3 0.0 0.355
C 0.179 6.041 -0.818 -0.1 0.2 -0.6 -0.906
C 0.324 4.648 -0.181 0.5 0.3 0.2 0.951
C -0.843 4.131 0.661 -0.3 -0.3 0.1 0.050
F -1.071 4.906 1.734 0.1 0.1 0.0 -0.238
F -0.540 2.885 1.119 0.1 0.5 -0.3 -0.222
F 1.470 4.591 0.527 -0.1 0.0 0.1 -0.275
F 0.450 3.766 -1.217 -0.2 0.0 -0.1 -0.265
O 0.807 7.131 -0.167 0.0 -0.4 0.6 -0.398
C 0.175 7.831 0.834 -0.2 0.0 -0.6 0.787
C 0.926 7.719 2.163 0.2 0.0 0.2 0.175
F 1.014 6.433 2.553 -0.1 0.0 0.0 -0.202
F 0.251 8.402 3.113 0.0 0.0 -0.1 -0.259
F -1.116 7.472 0.955 0.0 0.0 0.1 -0.284
F 0.188 9.132 0.477 0.0 0.1 0.1 -0.301
H 0.708 5.967 -1.767 0.1 -0.1 0.0 0.424
H -0.857 6.264 -1.074 -0.1 -0.1 0.2 0.348
H -1.756 4.065 0.064 0.0 0.0 0.0 0.265
H 1.933 8.130 2.066 0.0 0.0 -0.1 0.246
C -3.552 -1.481 -2.401 -0.3 -0.2 0.5 -0.680
C -4.220 -1.219 -3.760 0.3 0.5 0.3 0.750
C -3.783 -2.085 -4.942 -0.2 -0.1 -0.2 0.079
F -2.477 -1.915 -5.229 0.0 0.0 0.1 -0.218
F -4.491 -1.725 -6.040 0.0 0.0 0.1 -0.279
F -4.105 0.090 -4.078 0.0 0.0 -0.1 -0.284
F -5.548 -1.471 -3.590 0.0 -0.2 0.0 -0.328
O -2.492 -0.618 -2.014 0.2 0.3 -0.7 -0.220
C -1.190 -0.851 -2.383 -0.8 -0.5 0.5 0.604
C -0.625 0.282 -3.243 0.1 0.3 -0.1 0.394
F -1.340 0.428 -4.375 0.0 -0.1 0.0 -0.242
F 0.651 -0.012 -3.587 0.0 0.0 0.1 -0.253
F -1.046 -2.053 -2.974 0.1 0.1 -0.1 -0.321
F -0.473 -0.886 -1.243 0.4 0.1 0.1 -0.061
H -4.328 -1.285 -1.661 0.0 0.0 0.0 0.346
H -3.285 -2.529 -2.271 0.1 0.0 -0.2 0.382
H -3.973 -3.143 -4.739 0.0 0.0 0.1 0.291
H -0.642 1.222 -2.688 0.0 -0.1 0.1 0.056
```
Forces are in eV/Å.